# CH6N3

An isolated ion of composition CH6N3 and charge +1 in a non-equilibrium geometry (ωB97M-V/def2-TZVPD, OMol25).

Charge   +1
HOMO-LUMO gap   0.4021 Eh
HOMO energy   -14.4 eV
Electronic energy   -5596.76651 eV
Energy above the lowest of the compared OMol25 structures with the same formula, charge and spin   50.23 kcal/mol
LUMO energy   -3.451 eV
Molar mass   60.1 g mol⁻¹
Structure (SMILES)   N/C=[NH+]\N
2S+1   1

```
10
Properties=species:S:1:pos:R:3:lowdin_charge:R:1
N 1.3483 -0.4740 0.0251 0.217
C 0.7450 0.6629 0.0647 -0.130
N -0.5509 0.6763 0.1110 -0.004
N -1.3760 -0.4706 0.0619 0.068
H 2.2903 -0.6370 -0.1959 0.133
H 0.7809 -1.2867 0.0310 0.106
H 1.1992 1.5766 -0.0028 0.144
H -1.0682 1.5589 0.3027 0.199
H -0.9972 -1.1458 -0.6765 0.142
H -2.3714 -0.4606 0.2788 0.125
```